No. 1
Here is C19H21NO2 in the gas phase from the Open Molecules 2025 dataset. Energies are from ωB97M-V/def2-TZVPD.

## Properties
Structure (SMILES)   COc1ccccc1C1CCN(C(=O)c2ccccc2)CC1
E_tot   -941.85639 hartree
Frontier orbital gap   9.2976 eV
Charge   0
Spin multiplicity   1
Relative energy (zero: lowest compared OMol25 entry of this formula, charge and spin)   73.83 kJ/mol

XYZ file:
```
43
Properties=species:S:1:pos:R:3:mulliken_charge:R:1
O -1.8863 2.2602 -2.8122 -0.666
O 3.9035 -1.3912 -0.4924 -0.392
N -1.0211 0.8978 -1.2450 0.321
C 0.2952 0.9922 -1.8546 -0.862
C -4.7719 2.0461 0.7667 -0.661
C 5.2649 -1.7011 -0.6572 -1.016
C -0.2454 -1.2173 -0.3214 -1.592
C -2.0358 1.5923 -1.8029 0.117
C -5.8596 1.5048 0.1017 -0.388
C -1.1515 -0.0038 -0.1209 -0.533
C -3.5248 2.0522 0.1678 0.142
C 3.3952 -1.3147 0.7743 0.312
C 3.5567 -1.3834 3.1727 -0.619
C -5.7017 0.9824 -1.1710 -0.596
C -3.3597 1.5189 -1.1055 0.163
C -4.4582 0.9976 -1.7777 -0.363
C 1.2403 -0.8256 -0.4039 1.181
C 2.0205 -1.0377 0.8707 0.192
C 2.2111 -1.0965 3.2781 -1.146
C 1.4557 -0.9242 2.1289 -0.154
C 4.1503 -1.4924 1.9258 -0.552
C 1.3674 0.6473 -0.8346 -1.034
H 5.5100 -2.6817 -0.2366 0.382
H -0.4076 -1.9321 0.4857 0.504
H 0.3602 0.3139 -2.7150 0.315
H 4.1572 -1.5216 4.0593 0.376
H -0.8878 0.5139 0.8101 0.262
H 1.7144 -1.4411 -1.1735 0.448
H 1.2658 1.3000 0.0348 0.339
H 0.4047 -0.7000 2.2253 0.266
H 0.4109 2.0127 -2.2299 0.514
H -2.6783 2.4843 0.6819 0.418
H 5.2043 -1.7126 1.8658 0.401
H 5.4328 -1.7200 -1.7332 0.254
H -2.1929 -0.3265 -0.0428 0.489
H 1.7464 -1.0051 4.2481 0.388
H 2.3542 0.8160 -1.2645 0.442
H -4.8961 2.4662 1.7542 0.384
H -6.5507 0.5687 -1.6951 0.381
H -6.8317 1.4979 0.5726 0.387
H -0.5409 -1.7045 -1.2524 0.382
H 5.9093 -0.9396 -0.2060 0.377
H -4.3291 0.6072 -2.7763 0.435
```


No. 2
Here is C19H21NO3 in the gas phase at a distorted geometry from the Open Molecules 2025 dataset. Energies are from ωB97M-V/def2-TZVPD.

## Properties
Structure (SMILES)   CCOC(=O)[C@H](CN(C)c1ccccc1)C(=O)c1ccccc1
E_tot   -1017.07430 hartree
Frontier orbital gap   8.5282 eV
Charge   0
Spin multiplicity   1
Relative energy (zero: lowest compared OMol25 entry of this formula, charge and spin)   170.00 kJ/mol

XYZ file:
```
44
Properties=species:S:1:pos:R:3:mulliken_charge:R:1
O -0.6232 2.3150 1.3225 -0.661
O 2.6013 -0.5675 1.6102 -0.221
O 1.6158 1.0947 2.8000 -0.600
N -0.0198 1.3141 -1.3847 0.612
C -1.3740 -1.6929 -3.0817 -0.681
C -1.8618 -1.0870 1.7501 -0.196
C 1.6164 0.3360 1.8476 -0.039
C -4.2385 -1.0182 2.1861 -0.377
C 1.0664 1.0093 -0.4460 -1.915
C -0.6301 1.0940 1.3044 0.402
C -0.2632 0.3439 -2.3783 -0.373
C -4.2000 0.3836 2.2017 -0.523
C -3.0035 1.0547 1.9836 -0.509
C -3.0672 -1.7488 1.9697 -0.865
C 0.4272 0.3990 -3.6063 -0.052
C -0.6723 -1.6420 -4.2932 -0.374
C -1.8273 0.3217 1.7244 0.413
C 3.8678 -0.2476 2.2304 -0.216
C -0.0248 2.7156 -1.7702 -1.228
C 0.2441 -0.6139 -4.5448 -0.646
C 0.5499 0.3046 0.7645 1.620
C -1.1615 -0.7133 -2.1151 0.021
C 4.6810 -1.5074 2.3363 -1.203
H 1.8372 0.3777 -0.9272 0.356
H -0.6837 2.8660 -2.6317 0.391
H 0.9988 3.0488 -2.0032 0.451
H -0.8241 -2.4206 -5.0395 0.359
H 1.1214 1.2276 -3.7865 0.375
H 3.6682 0.1885 3.2119 0.324
H -3.0912 -2.8383 1.9340 0.385
H -2.0965 -2.4831 -2.8831 0.388
H 4.5915 -2.1432 1.4539 0.309
H 0.8103 -0.5878 -5.4789 0.354
H 4.3516 0.4938 1.5817 0.279
H 4.3741 -2.0745 3.2160 0.312
H -0.3983 3.3024 -0.9234 0.212
H -1.6976 -0.7022 -1.1653 0.380
H -5.1182 0.9557 2.3554 0.371
H 0.3187 -0.7425 0.5205 0.183
H -0.9475 -1.6547 1.5597 0.378
H -2.9636 2.1486 1.9438 0.414
H -5.1886 -1.5373 2.3201 0.380
H 1.5043 1.9795 -0.1436 0.636
H 5.7305 -1.2519 2.4740 0.377
```


No. 3
Here is a molecular structure, C19H21O4STi at a distorted geometry from the Open Molecules 2025 dataset. Energies are from ωB97M-V/def2-TZVPD.

## Properties
E_tot   -2285.12295 hartree
Frontier orbital gap (spin up / spin down)   7.1439 / 7.2659 eV
Charge   0
<S²>   0.756
Spin multiplicity   2
Relative energy (zero: lowest compared OMol25 entry of this formula, charge and spin)   166.97 kJ/mol

XYZ file:
```
46
Properties=species:S:1:pos:R:3:mulliken_charge:R:1
Ti 0.0927 0.0285 1.5171 0.735
S -1.5245 -0.1118 5.8270 1.095
O -0.7356 -0.1647 4.5501 -0.548
O -2.4541 -1.2304 5.9482 -0.721
O -2.0871 1.2097 6.0387 -0.742
O -0.1052 -0.1011 -2.5463 -0.433
C 0.0695 -0.8768 -3.7822 -0.081
C -0.7020 -1.8618 2.4434 -0.516
C -0.4485 1.7556 2.9187 -0.021
C 1.5133 1.8560 1.6597 -0.451
C 0.9780 1.5179 2.9553 -0.424
C -0.6132 -2.1404 1.0327 -0.633
C 0.5325 1.2100 -7.5220 -0.428
C -0.1009 1.2140 -5.1678 -0.361
C 0.4081 2.2642 0.8157 -0.361
C 0.6452 -1.6315 2.9290 -0.243
C 0.7749 -2.0693 0.6558 -0.022
C -0.8072 2.1669 1.5812 -0.964
C 1.5508 -1.7331 1.8168 -0.766
C 0.0509 1.8813 -6.3886 -0.510
C -0.2358 -0.3599 7.0201 -0.927
C -1.2503 -0.8328 -3.0438 -0.404
C 0.8736 -0.1501 -7.4191 -0.474
C 0.7442 -0.8138 -6.2007 -0.485
C 0.2615 -0.1463 -5.0463 0.467
H -0.2127 2.9401 -6.4605 0.355
H 0.6208 0.2186 6.6875 0.204
H -0.6426 -0.0134 7.9567 0.405
H 0.6422 -1.8094 -3.6673 0.399
H 0.9934 -1.8766 -6.1150 0.310
H -2.0573 -0.2458 -3.5051 0.280
H -1.4626 -2.3984 0.4004 0.462
H -1.8193 2.4020 1.2666 0.469
H 2.6364 -1.6628 1.9079 0.438
H 0.6432 1.7340 -8.4776 0.357
H 1.2402 -0.6901 -8.2982 0.354
H 0.9657 -1.5005 3.9566 0.495
H -0.4894 1.7549 -4.3027 0.334
H -0.0125 -1.4200 7.0231 0.271
H -1.6177 -1.8626 3.0263 0.442
H 1.1809 -2.3323 -0.3212 0.476
H 1.5604 1.2215 3.8225 0.415
H 0.4981 2.6608 -0.1887 0.525
H -1.1489 1.8083 3.7392 0.530
H 2.5693 1.9092 1.4124 0.455
H -1.5181 -1.7177 -2.4552 0.240
```


No. 4
Here is C19H22BrNO5 in the gas phase from the Open Molecules 2025 dataset. Energies are from ωB97M-V/def2-TZVPD.

## Properties
Structure (SMILES)   COc1cc(C(=O)NCCOc2cccc(C)c2)c(Br)c(OC)c1OC
E_tot   -3742.13915 hartree
Frontier orbital gap   8.8425 eV
Charge   0
Spin multiplicity   1

XYZ file:
```
48
Properties=species:S:1:pos:R:3:mulliken_charge:R:1
Br 0.0975 2.8466 0.0711 -0.154
O -3.1494 1.8157 0.4756 -0.421
O -1.2689 -1.0831 1.4814 -0.657
O 2.7393 2.5387 -0.7285 -0.444
O 3.7092 -1.9066 0.8787 -0.411
O 4.6024 0.3851 -0.4042 -0.540
N -1.2189 1.0174 2.3107 -0.158
C 0.6775 0.1864 1.0575 0.207
C -2.6020 1.0159 2.7188 -0.771
C -0.7060 -0.0121 1.6002 0.477
C 3.3127 0.2689 0.0484 0.785
C -2.8572 0.4429 -1.3833 -0.098
C -3.4842 0.6484 -0.1559 0.483
C -4.6521 -1.4198 -0.4429 -0.854
C -3.4260 1.9773 1.8429 -0.605
C -4.0224 -1.6236 -1.6534 -0.611
C 2.8304 -0.8775 0.7152 0.993
C 3.2568 -3.0853 1.5044 -0.947
C 3.8878 2.7251 -1.5236 -0.788
C -2.4195 -0.9118 -3.4464 -1.535
C 5.2048 -0.7197 -1.0521 -0.760
C 1.1548 1.3070 0.4043 -0.801
C 1.5281 -0.9082 1.1820 -0.699
C -3.1159 -0.6855 -2.1380 0.761
C -4.3929 -0.2889 0.3138 -0.381
C 2.4545 1.3638 -0.1188 0.386
H -0.7524 1.9113 2.3026 0.222
H 5.6246 -1.4258 -0.3342 0.229
H -1.6926 -1.7181 -3.3472 0.298
H -3.1337 -1.2000 -4.2158 0.394
H 3.9353 1.9985 -2.3382 0.315
H 4.1110 -3.7608 1.4988 0.234
H -2.6856 1.3151 3.7674 0.379
H 4.4939 -1.2408 -1.6977 0.330
H 2.4289 -3.5405 0.9537 0.389
H 4.8023 2.6708 -0.9312 0.263
H -1.8973 -0.0148 -3.7691 0.355
H -2.1608 1.1939 -1.7243 0.326
H -3.1341 3.0111 2.0509 0.409
H -4.4947 1.8618 2.0644 0.324
H -2.9526 -0.0119 2.5994 0.391
H -4.9051 -0.1546 1.2541 0.380
H -4.2293 -2.5142 -2.2288 0.410
H 2.9497 -2.8978 2.5374 0.359
H 6.0055 -0.2966 -1.6595 0.310
H 1.1278 -1.7802 1.6708 0.557
H 3.7755 3.7267 -1.9389 0.280
H -5.3565 -2.1505 -0.0726 0.388
```


No. 5
Here is C19H22BrNO5S in the gas phase from the Open Molecules 2025 dataset. Energies are from ωB97M-V/def2-TZVPD.

## Properties
Structure (SMILES)   COc1ccc(CCNC(=O)CCS(=O)(=O)c2ccc(Br)cc2)cc1OC
E_tot   -4140.36138 hartree
Frontier orbital gap   8.6073 eV
Charge   0
Spin multiplicity   1
Relative energy (zero: lowest compared OMol25 entry of this formula, charge and spin)   14.51 kJ/mol

XYZ file:
```
49
Properties=species:S:1:pos:R:3:mulliken_charge:R:1
Br 5.8748 1.4997 0.9761 -0.174
S 1.0137 -1.3754 -2.0985 1.384
O 1.4159 0.4135 2.5005 -0.352
O -3.4329 -1.4321 -0.5470 -0.695
O 1.5415 -2.5030 -2.8171 -0.693
O -1.3383 -0.4071 2.6707 -0.455
O 0.3605 -0.3601 -2.8937 -0.798
N -2.3401 -0.2180 -2.1124 -0.012
C -2.5183 -1.2992 -1.3404 0.581
C 1.0969 0.0036 3.8139 -0.922
C -1.4612 -2.3878 -1.5261 -1.104
C 2.8521 -1.1324 -0.0356 -0.372
C 0.0005 2.0943 -0.3705 -0.630
C 0.4257 0.8353 1.6532 0.291
C -0.9314 0.4615 1.6945 0.420
C -3.1284 0.9814 -1.9467 -0.933
C 4.4449 0.6418 0.0761 0.042
C 2.3612 -0.5858 -1.2060 0.198
C -1.7901 0.9602 0.7223 -0.072
C 3.9003 -0.5108 0.6199 -0.504
C -2.6950 -0.7996 2.7030 -0.877
C 3.9681 1.1835 -1.1079 -0.596
C -1.3383 1.7417 -0.3334 0.296
C 2.9120 0.5598 -1.7484 -0.577
C -0.1526 -2.0023 -0.8431 -0.135
C 0.8543 1.6701 0.6287 -0.426
C -2.2738 2.1533 -1.4378 -1.150
H -2.7616 -1.5289 3.5087 0.272
H 0.6337 -0.9849 3.8296 0.279
H -1.6803 2.5490 -2.2636 0.388
H 0.4337 0.7181 4.3059 0.324
H 2.4261 -2.0354 0.3694 0.371
H 2.4984 0.9529 -2.6630 0.504
H 4.4110 2.0793 -1.5153 0.435
H -2.9431 2.9460 -1.0937 0.353
H -3.5824 1.2528 -2.9050 0.401
H -3.0083 -1.2624 1.7629 0.318
H -1.2712 -2.5583 -2.5877 0.422
H -2.8328 0.6961 0.7623 0.477
H 0.3359 -2.8666 -0.4030 0.657
H 4.2869 -0.9122 1.5431 0.492
H -0.2784 -1.2162 -0.1024 -0.323
H 0.3803 2.7087 -1.1718 0.340
H -3.9270 0.7382 -1.2425 0.477
H 1.8917 1.9626 0.6311 0.657
H 2.0493 -0.0291 4.3432 0.288
H -1.4773 -0.1381 -2.6430 0.351
H -3.3479 0.0485 2.9303 0.337
H -1.8586 -3.3060 -1.0902 0.446
```


No. 6
Here is a molecular structure, C19H22CoIN4O4S2 at a distorted geometry from the Open Molecules 2025 dataset. Energies are from ωB97M-V/def2-TZVPD.

## Properties
E_tot   -3734.26780 hartree
Frontier orbital gap (spin up / spin down)   6.4080 / 6.5226 eV
Charge   -1
<S²>   3.758
Spin multiplicity   4
Relative energy (zero: lowest compared OMol25 entry of this formula, charge and spin)   0.00 kJ/mol

XYZ file:
```
53
Properties=species:S:1:pos:R:3:mulliken_charge:R:1
I -1.4845 -8.6645 -1.2792 0.018
Co 0.0380 -0.1075 1.4284 0.401
S -1.7973 0.1756 -0.0067 -0.319
S -0.0220 2.3544 1.6855 -0.709
O 1.0107 -0.4542 3.2212 -0.565
O 2.9790 -0.1444 4.2720 -0.763
O 2.0881 -2.8016 0.2843 -0.923
O 0.0016 -2.1189 0.7624 -0.742
N 0.5960 2.5868 -1.2458 -0.053
N 2.4373 2.9816 0.0484 0.176
N 2.7070 2.4553 -2.2028 -0.495
N 2.1052 -0.0970 0.9024 0.272
C -0.7179 -6.7943 -0.7228 0.069
C 4.5571 1.5731 0.5639 -0.381
C 0.8581 -2.9653 0.3927 0.529
C 4.2220 0.8110 1.8582 -1.086
C 2.7283 0.6159 2.0173 0.519
C -1.5930 -5.7728 -0.3883 -0.526
C 0.2961 -4.3255 0.0066 0.033
C -2.8288 4.6285 -0.1256 -0.575
C 2.2260 -0.0741 3.3060 0.409
C -3.5909 3.6966 -0.8225 -0.483
C 1.9153 2.6630 -1.1180 0.839
C 3.8604 2.9476 0.3981 -1.246
C -1.7516 4.1954 0.6277 -0.536
C 0.6554 -6.6054 -0.6982 -0.524
C -2.1734 1.8950 -0.0018 0.756
C -1.4068 2.8429 0.7061 -0.085
C -3.2614 2.3548 -0.7559 -0.573
C 1.1540 -5.3630 -0.3338 -0.269
C -1.0762 -4.5378 -0.0213 -0.391
H -1.1542 4.9075 1.1847 0.350
H 2.3316 -1.1014 0.8816 0.425
H 2.2805 1.6117 2.0989 -0.075
H 1.7277 3.0548 0.8146 -0.030
H -1.7290 -3.7174 0.2465 0.407
H 1.3249 -7.4139 -0.9592 0.350
H 3.6801 2.2650 -2.0372 0.240
H 0.0187 2.5391 -0.4008 -0.277
H -3.0757 5.6827 -0.1645 0.341
H 3.9245 3.4889 1.3423 0.468
H 4.6026 1.3690 2.7161 0.351
H -2.6620 -5.9353 -0.4126 0.367
H 4.4048 3.5504 -0.3351 0.481
H -3.8511 1.6225 -1.2946 0.410
H 2.3752 0.2587 0.0018 0.069
H 2.2192 -5.1753 -0.3062 0.434
H -4.4411 4.0153 -1.4142 0.334
H 4.3652 0.9295 -0.3020 0.316
H 5.6304 1.7827 0.5409 0.391
H 0.1821 2.1668 -2.0605 0.303
H 2.3011 1.9659 -2.9822 0.239
H 4.7257 -0.1585 1.8682 0.335
```